Formula: C29H23Cl5F3N2O7S2Sc
Source: the OMol25 dataset
Level of theory: ωB97M-V/def2-TZVPD

XYZ file:
```
72
Properties=species:S:1:pos:R:3
Sc -0.114 -0.299 -0.230
C -4.300 0.574 -0.946
C -4.234 -0.345 -2.167
C -5.389 -1.348 -2.149
C -2.891 -1.036 -2.259
C -1.955 -0.662 -3.223
C -0.714 -1.272 -3.301
C -0.368 -2.308 -2.426
C 0.895 -3.099 -2.594
C -1.281 -2.648 -1.427
C -2.524 -2.023 -1.353
H -5.278 1.057 -0.883
H -3.533 1.346 -0.983
H -4.145 -0.003 -0.030
H -4.339 0.271 -3.066
H -5.387 -1.932 -1.226
H -5.326 -2.044 -2.987
H -6.346 -0.826 -2.204
H -2.199 0.138 -3.912
H 0.003 -0.947 -4.046
H 0.649 -4.080 -3.010
H 1.395 -3.271 -1.640
H 1.596 -2.612 -3.265
H -1.015 -3.414 -0.708
H -3.196 -2.301 -0.551
Cl -0.673 1.354 2.290
C 0.645 1.370 3.365
C 1.069 0.270 4.221
C 0.874 -1.011 4.420
Cl 1.177 -1.999 1.243
C 2.112 0.841 5.124
Cl 2.975 -0.002 6.336
C 2.291 2.126 4.771
Cl 3.417 3.215 5.443
C 1.372 2.458 3.686
Cl 1.239 4.001 2.989
F -2.311 2.667 -3.320
C -1.025 2.943 -3.055
F -0.265 2.093 -3.738
F -0.772 4.182 -3.486
S -0.699 2.831 -1.249
O -1.667 3.697 -0.646
O 0.692 3.127 -1.104
O -1.026 1.386 -1.020
O 3.658 -0.878 1.744
N 3.239 -1.734 0.796
C 4.179 -1.403 2.883
C 4.470 -2.688 3.221
C 4.476 -3.953 2.612
C 4.052 -4.427 1.348
C 3.429 -4.163 0.229
H 4.372 -0.609 3.590
H 4.839 -2.726 4.242
H 4.873 -4.732 3.253
H 4.258 -5.502 1.154
H -1.380 -1.012 0.845
O 1.558 0.766 0.508
C 2.321 0.563 -0.470
N 1.897 -0.141 -1.516
S 3.020 -0.136 -2.717
O 2.498 0.540 -3.872
O 3.608 -1.430 -2.918
C 4.186 0.880 -1.843
C 5.429 1.328 -2.236
C 6.148 2.081 -1.315
C 5.631 2.364 -0.052
C 4.376 1.904 0.324
C 3.669 1.155 -0.596
H 5.827 1.103 -3.216
H 7.129 2.455 -1.582
H 6.217 2.953 0.642
H 3.953 2.111 1.298
```

## Properties
Net charge ... -1
E_HOMO (spin up / spin down) ... -4.690 / -5.356 eV
Kohn-Sham gap (spin up / spin down) ... 5.6 / 6.3 eV
Spin multiplicity ... 2


Formula: C29H23ClN6NiOTe
Source: the OMol25 dataset
Level of theory: ωB97M-V/def2-TZVPD

XYZ file:
```
62
Properties=species:S:1:pos:R:3
Ni 0.490 0.502 0.996
C 0.023 -3.194 -1.311
C 0.502 -1.924 -0.676
N -0.079 -1.370 0.335
N -1.105 -2.063 0.883
C -1.722 -1.442 1.915
O -1.507 -0.344 2.420
C -2.855 -2.282 2.483
C -3.241 -3.500 1.932
C -4.292 -4.219 2.485
C -4.966 -3.729 3.597
C -4.584 -2.513 4.149
C -3.535 -1.793 3.591
C 1.710 -1.271 -1.226
C 2.397 -1.811 -2.319
C 3.541 -1.176 -2.769
C 3.989 -0.034 -2.120
C 3.245 0.427 -1.041
N 2.137 -0.164 -0.626
H -0.902 -3.499 -0.832
H 0.756 -4.001 -1.210
H -0.161 -3.035 -2.377
H -2.704 -3.862 1.066
H -4.586 -5.167 2.048
H -5.784 -4.292 4.032
H -5.105 -2.123 5.016
H -3.217 -0.841 3.995
H 2.030 -2.702 -2.807
H 4.081 -1.573 -3.622
H 4.887 0.483 -2.430
H 3.542 1.309 -0.481
Te 1.084 2.792 2.046
C 1.641 4.141 0.516
C 2.055 3.738 -0.759
C 2.465 4.655 -1.718
C 2.482 6.015 -1.435
C 2.075 6.437 -0.173
C 1.662 5.517 0.779
H 2.058 2.682 -1.001
H 2.777 4.300 -2.694
H 2.803 6.732 -2.181
H 2.077 7.494 0.070
H 1.343 5.867 1.755
N 1.606 -0.365 2.382
C 2.180 -0.714 3.330
N 2.900 -1.249 4.259
C 3.052 -0.829 5.485
N 3.274 -0.562 6.596
Cl -3.603 0.000 -0.434
C -2.386 0.002 -1.693
C -2.701 -0.676 -2.860
C -1.829 -0.659 -3.938
C -0.649 0.069 -3.823
C -0.353 0.733 -2.647
C -1.189 0.713 -1.515
C -0.788 1.411 -0.285
H -3.642 -1.208 -2.916
H -2.074 -1.191 -4.849
H 0.051 0.111 -4.650
H 0.575 1.288 -2.568
H -1.629 1.616 0.374
H -0.303 2.344 -0.553
```

## Properties
Net charge ... -2
E_HOMO (spin up / spin down) ... -1.322 / -1.338 eV
Kohn-Sham gap (spin up / spin down) ... 5.7 / 5.7 eV
Spin multiplicity ... 1


Formula: C29H23F2N6O2RhS
Source: the OMol25 dataset
Level of theory: ωB97M-V/def2-TZVPD

XYZ file:
```
64
Properties=species:S:1:pos:R:3
Rh 0.358 0.173 -0.048
N -2.242 -2.988 -1.646
C -1.528 -2.056 -0.997
S -1.169 -0.563 -1.757
N -1.197 -2.365 0.264
N -0.367 -1.508 0.825
C -0.418 -1.510 2.243
C -0.281 -2.772 2.944
C 0.571 -3.748 2.406
C 0.735 -4.962 3.046
C 0.036 -5.240 4.214
C -0.837 -4.296 4.736
C -0.996 -3.072 4.110
C -0.554 -0.209 2.792
C -0.600 0.100 4.166
C -0.773 1.408 4.559
C -0.888 2.410 3.599
C -0.760 2.060 2.265
N -0.577 0.805 1.873
H -2.557 -2.825 -2.584
H -2.489 -3.836 -1.166
H 1.115 -3.529 1.497
H 1.410 -5.698 2.629
H 0.161 -6.195 4.708
H -1.409 -4.519 5.627
H -1.721 -2.368 4.495
H -0.480 -0.683 4.898
H -0.813 1.651 5.612
H -1.037 3.445 3.871
H -0.801 2.793 1.470
O -1.024 2.864 -0.794
C 0.160 2.932 -1.073
N 0.781 3.985 -1.691
C 2.228 3.844 -1.629
C 2.335 2.383 -1.122
O 3.389 1.790 -1.024
N 1.088 1.933 -0.813
C 2.811 4.830 -0.619
C 3.416 4.448 0.569
C 3.886 5.413 1.454
C 3.758 6.759 1.160
C 3.161 7.148 -0.035
C 2.698 6.188 -0.917
C 2.906 3.965 -2.984
C 2.168 3.934 -4.161
C 2.808 4.009 -5.391
C 4.189 4.106 -5.453
C 4.930 4.127 -4.279
C 4.292 4.059 -3.050
H 0.333 4.886 -1.650
H 3.540 3.399 0.801
H 4.358 5.102 2.377
H 4.127 7.506 1.851
H 3.067 8.197 -0.282
H 2.261 6.495 -1.862
H 1.090 3.851 -4.112
H 2.222 3.990 -6.301
H 4.689 4.164 -6.411
H 6.009 4.198 -4.319
H 4.872 4.074 -2.137
F 2.083 -2.054 -0.405
C 2.162 -0.784 0.084
F 2.480 -0.891 1.412
H 2.954 -0.244 -0.433
```

## Properties
E_HOMO (spin up / spin down) ... -6.827 / -8.846 eV
Kohn-Sham gap (spin up / spin down) ... 7.4 / 6.9 eV
Spin multiplicity ... 5


Formula: C29H23F6N7O9S3Ta
Source: the OMol25 dataset
Level of theory: ωB97M-V/def2-TZVPD

XYZ file:
```
78
Properties=species:S:1:pos:R:3
Ta 0.291 0.139 0.362
O 0.404 -0.564 2.027
C 1.168 -0.642 3.155
C 0.582 -0.987 4.352
C 1.358 -1.035 5.496
C 2.716 -0.744 5.436
C 3.297 -0.434 4.220
C 2.531 -0.388 3.059
C 3.139 -0.161 1.748
N 2.516 0.200 0.633
C 3.456 0.228 -0.384
C 4.660 -0.096 0.137
N 4.441 -0.333 1.479
H -0.476 -1.215 4.376
H 0.899 -1.299 6.439
H 3.319 -0.768 6.334
H 4.356 -0.209 4.176
H 3.168 0.473 -1.393
H 5.634 -0.181 -0.314
H 5.126 -0.668 2.135
C 2.650 -7.505 -3.260
C 2.164 -6.302 -2.495
C 0.982 -6.352 -1.765
C 0.543 -5.257 -1.033
C 1.315 -4.108 -1.039
C 2.509 -4.027 -1.753
C 2.917 -5.124 -2.484
S 0.856 -2.793 0.017
O -0.437 -3.033 0.589
O 1.974 -2.626 0.912
N 0.776 -1.368 -0.894
C 0.745 -1.370 -2.331
C -0.042 -2.267 -3.041
C -0.048 -2.173 -4.420
C 0.701 -1.185 -5.037
C 1.431 -0.327 -4.233
N 1.466 -0.422 -2.902
H 1.848 -8.222 -3.426
H 3.440 -8.011 -2.700
H 3.066 -7.217 -4.225
H 0.393 -7.261 -1.763
H -0.377 -5.285 -0.461
H 3.101 -3.118 -1.724
H 3.840 -5.076 -3.051
H -0.666 -2.990 -2.529
H -0.647 -2.861 -5.003
H 0.709 -1.073 -6.113
H 2.019 0.476 -4.664
O 0.842 1.674 -0.838
N 1.283 2.816 -0.373
N 1.219 2.874 0.878
O 0.748 1.892 1.592
C 1.834 3.999 1.550
C 2.378 3.787 2.805
C 3.014 4.848 3.429
C 3.086 6.086 2.802
C 2.509 6.274 1.554
C 1.875 5.225 0.912
H 2.296 2.814 3.273
H 3.450 4.705 4.409
H 3.586 6.911 3.293
H 2.543 7.246 1.078
H 1.414 5.354 -0.058
F -2.997 -0.491 -3.163
C -2.653 0.412 -2.265
F -1.353 0.700 -2.399
F -3.359 1.516 -2.418
S -2.986 -0.304 -0.556
O -1.600 -0.544 -0.033
O -3.761 -1.469 -0.758
N -3.715 0.821 0.236
S -2.866 2.044 0.793
O -3.549 3.283 0.721
O -1.494 1.973 0.270
C -2.717 1.641 2.582
F -2.017 2.597 3.170
F -3.915 1.543 3.120
F -2.063 0.471 2.700
```

## Properties
Net charge ... +1
E_HOMO ... -11.585 eV
Kohn-Sham gap ... 7.9 eV
Spin multiplicity ... 1


For reference, ΔE to the lowest compared entry with this formula, charge and spin by record: 294.3 19.3 0.0 28.1 kcal/mol.